This record from the Open Molecules 2025 dataset describes 2 unconnected molecules or ions with the total composition C3H9N2S in a non-equilibrium geometry. The level of theory is ωB97M-V with the def2-TZVPD basis set.

Last column: Löwdin charge in e.
Positions of all 15 atoms, in Å:
S -2.370 1.379 -0.680  0.896
N -1.030 -0.437 0.538  0.094
N 1.314 -1.462 0.374  -0.032
C -0.956 0.786 0.116  -0.509
C 2.594 0.543 0.128  0.034
C 1.775 -0.383 -0.411  -0.276
H -0.047 1.302 0.502  0.124
H -1.897 2.721 -0.968  -0.009
H 2.809 1.318 -0.617  0.082
H -1.632 -1.154 0.070  0.169
H 2.890 0.379 1.080  0.034
H 1.284 -0.350 -1.403  0.127
H 1.077 -2.430 0.068  0.133
H -0.133 -0.707 0.813  0.010
H 1.900 -1.845 1.131  0.123

Output
energy: -627.073076 Ha
HOMO-LUMO gap: 8.21 eV
net charge: +1